# 1
18
Properties=species:S:1:pos:R:3:forces:R:3 method="wB97M-V/def2-TZVPD" spin_multiplicity=1 largest_force_ev_per_a=2.3 e_above_lowest_ev=6.5877 molar_mass_g_mol=84.2 e_tot_ha=-235.57613 homo_lumo_gap_ev="7.529 / 7.531"
C -0.98255 1.49986 0.26228 -1.236 1.133 1.144
C 0.40623 1.61337 0.91377 0.338 -1.530 -0.764
C 0.93347 0.84679 -0.22258 1.926 0.327 0.365
C 1.29590 -0.55471 -0.17517 0.608 -0.472 0.223
C -0.14244 -0.97478 -0.29790 0.490 -0.928 -0.387
C -0.57628 -2.22171 0.50932 -0.055 -0.224 0.098
H -1.12821 1.54644 -0.77571 0.990 -0.009 -2.082
H -1.10004 0.27854 0.09280 -0.575 0.684 1.560
H -1.46621 2.43685 0.44699 -1.581 0.631 1.141
H 0.42389 1.06106 1.85836 0.050 -0.001 -0.101
H 0.87452 2.61375 1.08692 -0.825 -0.631 -0.664
H 1.21922 1.46889 -1.06300 -0.446 -0.182 -0.311
H 1.67004 -0.72799 0.82789 0.202 -0.479 0.264
H 2.02391 -0.90373 -0.91265 -0.071 -0.069 -0.016
H -0.39269 -1.12749 -1.34397 -0.035 0.214 -0.075
H -0.13502 -3.14906 0.11176 0.335 0.293 -0.379
H -1.63924 -2.47109 0.48659 -0.190 0.565 -0.082
H -0.29110 -2.28920 1.56138 0.074 0.678 0.065

=====

# 2
18
Properties=species:S:1:pos:R:3:forces:R:3 method="wB97M-V/def2-TZVPD" spin_multiplicity=1 largest_force_ev_per_a=2.5 e_above_lowest_ev=4.4211 molar_mass_g_mol=84.2 e_tot_ha=-235.65575 homo_lumo_gap_ev=8.411
C -1.53639 0.77416 0.11858 -0.040 -0.012 -0.060
C -0.49873 -0.12375 0.80619 -0.369 -0.110 0.319
C -0.49815 -1.55203 0.21126 0.104 0.245 0.140
C 0.59978 -1.34331 -0.82719 -0.082 0.368 0.161
C 0.96403 0.22961 0.58746 0.547 -2.011 -1.308
C 1.35104 1.48840 -0.08029 -0.049 0.619 -0.022
H -1.44679 1.82119 0.43843 -0.010 -0.229 -0.059
H -1.44026 0.75178 -0.97566 0.000 -0.004 0.203
H -2.55096 0.43417 0.36793 0.224 0.065 -0.043
H -0.69983 -0.11391 1.88837 -0.132 0.013 -0.170
H -0.16179 -2.28252 0.95842 -0.084 0.186 -0.138
H -1.46406 -1.88757 -0.18749 0.162 0.072 0.085
H 0.30282 -0.77726 -1.71223 0.062 0.012 0.198
H 1.20554 -2.21229 -1.11399 0.000 0.291 0.155
H 1.52307 -0.78639 0.10800 -0.255 0.592 0.496
H 0.69945 1.83221 -0.89944 0.110 -0.045 0.108
H 1.25559 2.23300 0.72797 0.078 0.064 -0.223
H 2.39564 1.51451 -0.41631 -0.266 -0.118 0.157

=====

# 3
18
Properties=species:S:1:pos:R:3:forces:R:3 method="wB97M-V/def2-TZVPD" spin_multiplicity=1 largest_force_ev_per_a=1.7 e_above_lowest_ev=2.9202 molar_mass_g_mol=84.2 e_tot_ha=-235.71091 homo_lumo_gap_ev=10.972 smiles=CC[C@H]1C[C@H]1C
C -1.06671 -0.53799 -1.13429 0.339 -0.136 -0.052
C -1.62373 0.31424 -0.00058 0.038 0.078 0.238
C -0.53237 0.60915 1.03625 -0.112 -0.131 -0.527
C 0.30665 -0.53540 1.53283 0.089 -0.137 -0.293
C 0.94115 0.51148 0.63251 0.413 -0.354 -1.188
C 1.67907 0.12424 -0.85690 0.496 0.626 1.094
H -1.15018 -0.08496 -2.12642 -0.407 -0.069 0.089
H 0.01332 -0.54694 -0.97144 -1.502 -0.755 -0.287
H -1.41646 -1.57075 -1.16109 -0.237 0.133 -0.027
H -2.44069 -0.18980 0.52651 -0.078 0.142 -0.157
H -2.00347 1.26995 -0.38068 -0.024 -0.171 0.085
H -0.87660 1.34720 1.77787 0.698 -0.175 -0.370
H 0.11736 -1.47834 1.02555 -0.006 0.006 0.119
H 0.52901 -0.66724 2.59738 0.145 0.363 -0.481
H 1.62178 1.24017 1.08784 -0.313 -0.377 -0.085
H 2.50590 -0.49621 -0.52689 0.553 0.341 0.099
H 2.00691 1.08577 -1.23979 0.507 0.152 0.222
H 1.38905 -0.39456 -1.81864 -0.599 0.464 1.523

=====

# 4
32
Properties=species:S:1:pos:R:3:forces:R:3 method="wB97M-V/def2-TZVPD" spin_multiplicity=1 largest_force_ev_per_a=1.1 e_above_lowest_ev=0.0000 molar_mass_g_mol=974.0 e_tot_ha=-16544.66533 homo_lumo_gap_ev=5.020 total_charge=+2
Ag 3.28984 0.76355 -1.31454 0.022 0.400 0.783
Ag 0.35633 0.66960 -4.34811 -0.623 -0.063 0.307
Ag 0.87682 -3.19366 -2.71239 -0.008 -0.249 0.242
B 1.06770 -1.09096 -0.91108 0.390 0.482 0.400
F 0.80739 -0.48755 -2.26344 0.243 -0.072 0.079
F 1.42546 -0.07706 -0.03547 -0.157 -0.222 -0.444
F -0.02558 -1.78313 -0.52722 -0.406 -0.373 -0.256
F 2.17583 -1.94615 -1.13517 -0.204 0.016 -0.443
Br 3.92134 -2.00995 1.77018 -0.155 0.114 -0.242
C 2.36894 -1.70330 2.92158 0.409 0.114 0.031
C 2.26914 -0.26177 3.33000 -0.083 0.172 0.195
Br 3.63790 0.23414 4.60313 -0.004 0.056 -0.076
H 2.58400 -2.34091 3.77002 -0.318 -0.108 0.093
H 1.46600 -2.00355 2.39721 0.106 -0.198 -0.105
H 1.31090 -0.09380 3.81974 0.021 -0.016 0.057
H 2.35439 0.41320 2.48365 0.016 0.002 -0.056
Br 2.28084 2.98001 0.34858 0.330 -0.113 -0.376
C 0.35307 3.13476 0.75438 0.496 0.316 0.909
C -0.51730 2.54705 -0.27905 -0.502 -0.397 -0.715
Br -2.32235 3.17031 0.05818 -0.037 -0.151 -0.033
H 0.19891 4.19944 0.89295 0.130 0.079 -0.149
H 0.25099 2.64370 1.71672 -0.049 -0.038 0.010
H -0.52639 1.46418 -0.22575 -0.045 -0.058 -0.027
H -0.26215 2.85934 -1.28844 0.034 0.135 0.021
Br -4.82472 -1.86862 0.04954 -0.052 0.007 -0.012
C -3.38241 -1.39610 -1.14007 0.311 -0.019 0.274
C -3.96271 -0.66483 -2.30592 -0.379 -0.382 0.132
Br -2.50744 0.08791 -3.41941 0.373 0.274 -0.449
H -2.89629 -2.32100 -1.43230 0.031 -0.026 -0.066
H -2.67735 -0.77667 -0.59444 -0.055 0.007 0.122
H -4.57922 0.17682 -2.01361 0.145 0.209 -0.077
H -4.51189 -1.32503 -2.96945 0.021 0.100 -0.131

=====

# 5
28
Properties=species:S:1:pos:R:3:forces:R:3 method="wB97M-V/def2-TZVPD" spin_multiplicity=1 largest_force_ev_per_a=3.8 molar_mass_g_mol=278.5 e_tot_ha=-1809.89022 homo_lumo_gap_ev=3.416 total_charge=+1
O 2.52349 0.38653 2.79312 -0.761 -0.227 -0.199
C 1.48837 0.06711 1.87615 -0.571 0.065 -1.156
C 1.69227 0.80495 0.47750 1.593 -0.570 0.676
B 0.52741 0.24751 -0.50798 -1.568 3.192 1.415
C -0.33767 1.39780 -1.27851 0.681 0.402 -0.669
C -1.04537 2.41993 -0.33816 -0.147 -0.059 -1.678
S -2.30823 1.69380 0.78366 -0.211 -0.696 0.437
C -2.81478 0.11018 0.12972 0.002 -0.986 -1.902
N -2.91244 -0.31810 -1.12764 0.310 1.606 1.541
N -3.30762 -1.60737 -1.09119 -0.158 -1.508 1.727
C -3.44048 -1.96723 0.18169 0.334 1.282 -3.002
O -3.14896 -0.90665 0.97844 0.128 -0.098 0.761
P 1.20010 -0.98644 -1.85938 2.398 -1.679 2.163
O 2.83856 -1.02360 -1.93124 -3.360 -0.799 -0.717
Cl 0.60281 -2.89539 -1.26823 0.493 1.369 -1.236
H 2.13026 0.23846 3.67021 0.458 0.207 -0.262
H 0.49498 0.40141 2.25796 0.561 -0.454 -0.118
H 1.44973 -1.02912 1.64075 0.019 0.612 0.447
H 2.73806 0.56813 0.16863 -0.546 0.409 0.306
H 1.63618 1.90541 0.66689 -0.031 -0.751 -0.624
H -0.25320 -0.39582 0.15197 -0.088 -1.220 -0.928
H 0.39153 1.98560 -1.90665 -0.688 -0.237 0.524
H -1.05218 0.92446 -1.99981 0.284 0.630 0.809
H -0.33922 3.02559 0.27709 -0.536 -0.806 -0.138
H -1.56002 3.15801 -1.00470 0.244 -0.621 0.671
H -3.74036 -2.99270 0.43668 0.133 1.013 0.720
H 3.09656 -1.99660 -1.72584 0.566 0.559 -0.268
Be 3.45022 -3.21583 -0.45115 0.460 -0.634 0.700

=====

# 6
24
Properties=species:S:1:pos:R:3:forces:R:3 method="wB97M-V/def2-TZVPD" spin_multiplicity=1 largest_force_ev_per_a=1.0 e_above_lowest_ev=0.2327 molar_mass_g_mol=563.6 e_tot_ha=-15679.90217 homo_lumo_gap_ev=10.611 smiles=BrCCBr.BrCCBr.BrCCBr
Br 0.33051 -0.07015 4.13692 -0.332 0.288 0.470
C -1.26904 0.89731 4.75587 -0.185 -0.047 -0.623
C -1.95770 1.59056 3.58188 0.149 -0.054 0.426
Br -0.79200 2.88932 2.67544 -0.452 -0.437 0.195
H -1.04676 1.58483 5.56601 0.481 0.007 -0.139
H -1.92384 0.12456 5.15269 -0.050 -0.017 -0.075
H -2.81815 2.15382 3.93890 0.101 0.097 0.068
H -2.33332 0.85422 2.87578 0.295 0.144 -0.312
Br 0.92575 -2.36439 0.68437 0.066 -0.086 0.133
C -0.45453 -1.00745 0.67142 -0.312 0.234 -0.679
C -1.52650 -1.44145 -0.30730 -0.648 -0.247 0.683
Br -2.97267 -0.08632 -0.39997 0.598 -0.241 -0.082
H 0.02229 -0.08036 0.36976 0.007 0.037 0.054
H -0.86281 -0.91290 1.66967 0.131 -0.038 0.085
H -2.04915 -2.30695 0.09399 0.096 -0.059 -0.079
H -1.17645 -1.69568 -1.29963 0.042 0.418 -0.140
Br 0.95410 -1.43923 -3.34479 -0.099 -0.138 -0.025
C 2.07343 -0.54826 -4.64892 0.400 0.437 0.002
C 2.89308 0.48960 -3.90906 -0.066 -0.048 -0.007
Br 3.88293 1.59838 -5.16621 0.149 -0.197 -0.042
H 1.45676 -0.11954 -5.43156 -0.152 -0.030 0.103
H 2.74754 -1.28751 -5.07108 -0.166 -0.113 -0.061
H 3.58038 -0.03440 -3.24986 0.197 0.299 -0.015
H 2.31614 1.21200 -3.34430 -0.250 -0.210 0.060

=====

# 7
22
Properties=species:S:1:pos:R:3:forces:R:3 method="wB97M-V/def2-TZVPD" spin_multiplicity=1 largest_force_ev_per_a=4.3 e_above_lowest_ev=4.5473 molar_mass_g_mol=304.5 e_tot_ha=-3086.76409 homo_lumo_gap_ev="2.157 / 2.151" total_charge=-1
C -4.20125 -1.47251 -0.90151 2.587 1.696 -0.121
Cd 0.03520 -0.70658 -1.61788 -1.039 -0.911 -1.291
N 1.97791 0.50089 -2.94592 0.356 0.201 -0.219
H -5.13115 -1.39920 -0.23208 -3.739 0.314 2.005
H -4.81197 -2.24237 -1.29236 -0.715 -0.369 -0.222
H -3.99635 -1.07879 0.14828 0.501 -1.110 -1.482
H -3.30426 -2.14635 -1.07449 1.627 -0.475 0.246
H -4.14186 -0.58436 -1.52090 -0.183 -0.016 -0.366
H 2.75818 0.77852 -2.36306 0.148 0.082 0.018
H 1.45207 1.33030 -3.20271 0.039 -0.006 -0.063
H 2.33457 0.06546 -3.79328 -0.086 0.045 0.101
Br 2.88752 -1.50770 3.57541 -0.298 0.350 -0.518
C 2.05645 -0.27945 2.33721 -0.580 0.207 -0.668
C 1.99357 1.08550 2.67164 0.198 0.203 0.369
C 1.32528 1.97505 1.79002 0.252 -0.134 -0.398
C 0.79135 1.45269 0.60701 0.604 0.296 0.682
N 0.84415 0.12402 0.29129 0.645 0.563 1.700
C 1.46241 -0.72429 1.16674 0.226 0.807 0.683
H 2.51021 1.39199 3.58265 -0.280 0.248 -0.336
H 1.30880 3.07712 1.99169 -0.110 -1.220 -0.188
H 0.36657 2.13365 -0.14719 -0.008 -0.514 0.355
H 1.48259 -1.77360 0.92944 -0.145 -0.254 -0.285

=====

# 8
71
Properties=species:S:1:pos:R:3:forces:R:3 method="wB97M-V/def2-TZVPD" spin_multiplicity=1 largest_force_ev_per_a=13.1 e_above_lowest_ev=7.4857 molar_mass_g_mol=1246.2 e_tot_ha=-10156.12587 homo_lumo_gap_ev=7.402 total_charge=-1
Mg 0.39093 -2.12918 1.19915 0.562 2.620 0.589
Mg 2.16028 1.08014 -1.72090 1.083 0.852 0.132
N -0.14261 -3.84629 1.13633 -6.903 -1.102 2.163
S -1.53947 -4.64249 1.77952 -5.794 1.140 3.125
O -1.34087 -5.35005 3.05037 -0.018 0.795 -3.489
O -2.61390 -4.93444 0.81658 3.189 -0.954 1.339
F -2.17972 -3.31814 2.29311 0.337 1.795 0.761
S 0.40191 -5.13204 0.67647 8.716 -7.133 -3.987
O -0.21184 -5.85736 -0.42770 0.348 1.397 1.821
O 1.01269 -5.88657 1.75802 -1.237 0.556 -1.976
F 1.65718 -4.35599 -0.01645 -0.052 -0.559 -0.254
N 1.96358 2.21224 -3.08973 -4.828 4.900 -3.675
S 0.54271 3.16823 -3.60696 -5.040 1.403 2.271
O -0.30136 2.51921 -4.54132 1.080 -0.037 -0.623
O 0.60649 4.63566 -3.54786 1.367 -2.963 -0.484
F -0.26794 2.87196 -2.30204 0.176 -0.145 1.260
S 2.72141 2.91241 -4.22848 9.979 -1.324 -5.557
O 3.55558 4.09173 -3.94101 -2.820 -1.741 -0.080
O 2.28768 2.61672 -5.60138 -0.872 1.955 2.622
F 3.87156 1.75156 -4.21333 0.259 0.365 0.701
N 1.22985 -4.44206 4.22052 -3.032 6.232 0.981
S 0.97908 -2.67941 4.32615 -5.660 -0.992 1.631
O 0.78335 -2.05042 3.02805 1.164 0.363 1.197
O 1.49062 -1.91050 5.41608 0.628 -0.447 -1.175
F -0.59614 -2.75493 4.71041 0.965 -0.377 0.013
S 2.71343 -4.15512 4.01346 7.682 -7.738 0.246
O 3.59108 -4.08815 5.20215 -1.802 1.613 -2.277
O 3.14832 -3.69544 2.71293 -0.419 1.347 1.148
F 2.84932 -5.79153 3.77764 0.758 0.378 -0.148
N 0.65984 0.73886 -0.75193 -5.562 0.634 4.564
S -0.22333 1.09549 0.67237 2.180 4.123 5.640
O -0.23732 -0.06179 1.57230 -1.028 1.276 -1.860
O -1.29714 2.07613 0.62718 1.751 -2.525 -0.829
F 0.90146 1.95746 1.52461 -0.923 -0.926 -1.817
S -0.46606 -0.28047 -1.21986 -0.850 -3.091 -4.693
O -1.79467 0.16344 -1.52505 1.978 -0.069 0.975
O -0.24473 -1.51863 -0.50558 -1.025 0.550 -2.148
F 0.20652 -0.49027 -2.66329 -0.192 -0.184 0.880
N 3.20087 -0.39866 -1.49181 0.762 -2.081 5.270
S 3.66168 -1.62852 -2.24008 5.479 -5.472 -10.604
O 2.81022 -2.79157 -2.35122 0.522 1.494 1.934
O 5.13450 -1.81520 -2.34690 -3.952 0.585 1.267
F 3.35589 -0.92784 -3.66086 -0.149 0.105 0.233
S 3.38452 -1.11603 0.01635 -0.931 1.712 8.220
O 4.66573 -1.68979 0.38671 -2.954 0.596 -1.793
O 2.14955 -1.56535 0.76679 4.007 0.411 -3.640
F 3.38995 0.30552 0.75877 0.486 0.129 -0.660
Cl -5.69039 3.70582 -1.47479 0.722 -0.089 0.417
C -4.76684 3.53125 0.08395 -0.608 0.238 0.305
C -5.81147 3.23221 1.20312 2.161 -0.566 -1.274
Cl -7.07372 4.37729 1.32361 -1.352 1.205 0.001
H -4.14336 4.40928 0.25258 -0.437 0.233 -0.110
H -4.07722 2.69192 -0.00580 -0.301 -0.056 -0.139
H -5.32150 3.26674 2.17617 0.101 -0.738 -0.157
H -6.18314 2.26858 0.85471 -0.330 -0.010 0.910
Cl 5.05782 5.35753 -0.17289 -0.717 0.289 -0.463
C 3.37232 5.67435 -0.83673 0.765 -1.813 -0.509
C 2.44085 4.63579 -0.16233 -0.288 2.369 0.323
Cl 2.84893 2.93764 -0.42278 1.521 0.459 1.083
H 3.37140 5.45265 -1.90394 0.390 0.311 -0.037
H 3.19466 6.73445 -0.65583 -0.554 -0.398 0.275
H 1.40009 4.72235 -0.47446 0.122 0.274 0.012
H 2.56385 4.87734 0.89343 -0.422 -0.811 0.166
Cl -4.35215 0.28238 1.06340 -0.124 -0.719 0.093
C -5.27727 -1.14570 0.48113 -1.425 -0.018 0.532
C -4.75114 -1.63265 -0.82396 0.698 0.219 -1.030
Cl -3.11770 -2.30679 -0.57961 -0.390 -0.394 -0.223
H -6.33036 -0.86704 0.44301 0.028 0.632 -0.664
H -5.38940 -1.91307 1.24708 1.128 -0.084 0.110
H -4.64010 -0.83843 -1.56218 0.120 0.409 0.368
H -5.34499 -2.34640 -1.39494 -0.221 -0.410 0.799

=====

# 9
22
Properties=species:S:1:pos:R:3:forces:R:3 method="wB97M-V/def2-TZVPD" spin_multiplicity=7 largest_force_ev_per_a=2.3 molar_mass_g_mol=207.5 e_tot_ha=-2109.76104 homo_lumo_gap_ev="5.643 / 3.029" total_charge=+1
Fe -4.85809 6.59313 -34.94658 0.037 0.544 1.047
Cl -4.81426 7.65238 -32.75221 -0.156 -0.614 -0.972
C -2.18734 11.65791 -29.13657 0.110 0.726 0.424
C -3.07117 10.81234 -30.00810 -0.743 0.647 -2.063
O -4.27723 11.03405 -30.16550 1.787 -0.654 0.885
C -2.32020 9.79667 -30.86110 -1.142 -0.781 0.873
H -2.56595 12.68003 -29.13082 -0.416 -0.165 0.543
H -1.14616 11.80060 -29.42585 -0.027 -0.640 -0.614
H -2.10392 11.21773 -28.14289 -0.382 0.208 0.229
H -2.99095 9.19942 -31.47874 -0.065 0.688 -0.536
H -2.01683 9.01496 -30.16469 0.909 0.117 0.232
H -1.47998 10.25240 -31.38499 -0.072 -0.221 0.108
C -8.49267 6.56469 -28.82105 -1.435 -1.491 -0.235
C -7.29686 7.34506 -28.51483 1.233 0.741 0.110
O -6.99028 7.51835 -27.34385 -0.035 -0.021 -1.373
C -6.46369 7.91709 -29.68295 -0.141 0.721 -0.034
H -9.35192 7.22649 -28.92973 0.031 0.389 0.125
H -8.72361 5.83532 -28.04466 0.028 0.195 0.114
H -8.40221 6.04562 -29.77524 0.347 0.153 0.019
H -6.48370 9.00459 -29.61195 0.485 0.216 0.575
H -6.88922 7.77450 -30.67627 -0.346 -0.844 0.305
H -5.44435 7.53167 -29.66121 -0.007 0.085 0.238